# 1
Density functional theory data (wB97M-V/def2-TZVPD) for a molecular structure, C25H20Cl5IrN2O3S in a non-equilibrium geometry.

## Properties
HOMO level: -7.66 eV
orbital gap: 6.893 eV
LUMO level: -0.768 eV
relative energy (zero: lowest compared OMol25 entry of this formula, charge and spin): 1.086 eV

Geometry as XYZ:
```
57
Properties=species:S:1:pos:R:3:forces:R:3:mulliken_charge:R:1
Ir 0.483 0.737 -0.508 -2.2 0.1 -3.0 1.8669
Cl 1.991 1.370 -2.837 -0.4 -0.3 0.4 -0.2124
Cl 4.697 5.671 -0.948 0.0 -0.1 0.0 -0.1911
Cl 3.191 5.368 1.758 0.0 -0.1 0.0 -0.1821
Cl 1.153 3.043 2.164 0.0 0.1 0.0 -0.1554
Cl 4.128 3.644 -3.273 0.0 0.0 0.1 -0.1881
S -1.780 1.326 1.179 -0.5 0.7 -0.6 1.4460
O -0.537 -0.838 -1.333 -0.6 -0.5 0.7 -0.7778
O -1.547 2.089 -0.051 -0.1 -0.1 0.0 -0.8712
O -2.049 2.024 2.399 0.2 -0.3 0.1 -0.6747
N 1.794 -0.302 0.305 2.3 -1.4 1.1 0.1639
N -0.486 0.382 1.199 1.2 0.3 0.2 0.0372
C -4.852 -0.519 -0.619 0.0 0.1 0.0 -0.7976
C -0.919 -1.520 -2.497 0.0 0.3 0.6 1.5550
C -1.973 -2.544 -2.066 -0.1 0.0 -0.2 -1.2931
C 3.911 -1.377 0.480 -0.1 0.0 -0.1 -0.9846
C 2.387 -1.081 3.870 0.0 0.0 -0.1 -0.9075
C -4.521 -1.561 1.527 0.0 0.0 0.0 -0.7134
C -5.213 -1.466 0.325 0.0 0.0 0.0 -0.3493
C 2.886 4.245 0.488 0.0 0.0 0.0 -0.1567
C 3.573 4.388 -0.722 0.0 0.0 0.0 0.5332
C -3.793 0.346 -0.372 0.0 0.0 0.0 0.0097
C -3.468 -0.703 1.788 0.0 0.0 -0.1 -0.4788
C 2.412 2.471 -1.543 0.2 0.4 0.0 1.0511
C 1.971 3.207 0.654 0.3 0.0 -0.2 0.7995
C 1.222 -0.590 4.391 -0.1 0.0 -0.1 -0.9251
C 0.200 -0.053 3.574 -0.1 -0.1 0.2 -0.5098
C 2.894 -0.752 -0.268 0.0 -0.2 0.4 0.0412
C 3.781 -1.493 1.830 0.0 0.0 0.1 -0.6837
C -1.527 -0.544 -3.502 0.1 0.1 -0.2 -1.4026
C 0.382 -0.007 2.220 -0.1 -0.1 -0.6 0.2714
C 1.711 2.283 -0.367 0.0 1.2 1.4 -1.3332
C 2.608 -1.025 2.471 0.1 -0.1 0.2 0.5626
C 1.614 -0.461 1.671 -0.1 -0.1 -0.1 -0.1361
C 3.330 3.491 -1.755 0.0 0.0 -0.2 -0.3221
C 0.275 -2.254 -3.098 0.0 0.0 -0.1 -1.5925
C -3.117 0.242 0.831 -0.1 -0.1 0.2 0.2457
H -2.921 -0.770 2.719 0.0 0.0 0.0 0.3119
H -3.487 1.084 -1.099 0.0 0.0 0.0 0.4426
H -0.714 0.324 4.014 0.0 0.0 0.0 0.5042
H -2.372 -3.088 -2.926 0.0 -0.1 0.0 0.4245
H 1.095 -1.565 -3.302 0.0 0.1 0.0 0.1999
H -6.040 -2.135 0.126 0.0 0.0 0.0 0.3965
H -1.537 -3.263 -1.371 0.0 0.0 0.0 0.3529
H 2.981 -0.606 -1.332 0.0 0.0 -0.1 0.4860
H 0.635 -3.017 -2.405 0.0 0.0 0.0 0.3091
H 4.789 -1.734 -0.036 0.0 0.0 0.0 0.4148
H 4.566 -1.941 2.426 0.0 0.0 0.0 0.4432
H -0.834 0.280 -3.690 0.0 0.0 0.0 0.2340
H 3.150 -1.508 4.506 0.0 0.0 0.0 0.4225
H 1.064 -0.618 5.461 0.0 0.0 0.0 0.4058
H -2.796 -2.036 -1.561 0.1 0.0 0.0 0.0320
H -1.750 -1.021 -4.459 0.0 0.0 0.0 0.4448
H -5.389 -0.453 -1.556 0.0 0.0 0.0 0.3625
H -2.452 -0.125 -3.103 0.0 0.0 0.0 0.1958
H 0.003 -2.742 -4.036 0.0 -0.1 0.0 0.4541
H -4.804 -2.307 2.258 0.0 0.0 0.0 0.4182
```
Forces are in eV/Å.


# 2
Density functional theory data (wB97M-V/def2-TZVPD) for 2 unconnected molecules or ions with the total composition C4H8O2.

## Properties
SMILES: C=CO.CC=O
HOMO level: -8.64 eV
orbital gap: 9.450 eV
LUMO level: 0.814 eV
relative energy (zero: lowest compared OMol25 entry of this formula, charge and spin): 1.737 eV

Geometry as XYZ:
```
14
Properties=species:S:1:pos:R:3:forces:R:3:mulliken_charge:R:1
O -1.427 0.917 -0.779 -0.1 0.0 0.1 -0.5342
O -0.608 -1.595 -0.055 0.5 0.1 -0.1 -0.5814
C -1.191 1.619 0.357 0.0 0.2 0.2 0.0952
C 0.548 -1.389 -0.371 -0.3 -0.2 0.1 0.3912
C 1.664 -2.345 -0.088 0.0 -0.1 0.0 -1.0542
C -1.076 2.943 0.377 0.0 -0.1 0.0 -0.7351
H 2.142 -2.644 -1.028 -0.1 0.1 0.1 0.3082
H -0.890 3.463 1.310 0.0 -0.1 -0.1 0.2438
H 0.814 -0.447 -0.889 0.0 -0.1 0.0 0.3305
H -1.437 -0.033 -0.557 0.0 0.1 -0.1 0.4255
H -1.099 1.023 1.267 0.0 0.1 -0.2 0.2768
H 1.285 -3.222 0.438 0.1 0.1 -0.1 0.2866
H -1.173 3.524 -0.535 0.0 -0.1 0.1 0.2536
H 2.430 -1.842 0.514 -0.1 0.0 -0.1 0.2935
```
Forces are in eV/Å.


# 3
Density functional theory data (wB97M-V/def2-TZVPD) for C5H14N2 in the gas phase in a non-equilibrium geometry.

## Properties
SMILES: CC[C@H](C)NCN
HOMO level: -8.79 eV
orbital gap: 9.841 eV
LUMO level: 1.048 eV
relative energy (zero: lowest compared OMol25 entry of this formula, charge and spin): 2.236 eV

Geometry as XYZ:
```
21
Properties=species:S:1:pos:R:3:forces:R:3:mulliken_charge:R:1
N -0.572 0.605 0.419 -0.7 -1.4 0.2 -0.3842
N -3.056 0.357 1.161 3.9 -1.0 0.1 -0.6115
C 1.721 0.414 0.148 2.5 0.5 -1.4 -0.6201
C 0.451 -0.396 -1.761 0.3 0.7 1.8 -1.5777
C -1.948 0.089 0.145 -0.8 1.1 -1.4 -0.3029
C 0.483 -0.266 -0.167 -0.7 -0.3 -1.2 0.1372
C 2.923 -0.544 0.198 -0.8 -1.6 -2.4 -1.2079
H -0.345 0.687 1.423 -0.6 -0.1 -0.7 0.2397
H -1.808 -0.956 -0.139 -0.5 -0.4 0.4 0.2693
H -3.868 0.499 0.648 -1.8 0.1 -0.7 0.2554
H 1.853 1.009 1.001 -0.8 0.5 2.0 0.4929
H 0.664 -1.300 0.103 -1.3 -0.7 1.2 0.2747
H 1.650 1.207 -0.590 1.4 0.3 -0.6 0.3807
H 3.860 -0.004 0.022 0.0 -0.5 0.7 0.3557
H 0.254 0.611 -2.070 -0.5 0.4 -0.8 0.4373
H 2.872 -1.424 -0.590 0.1 2.0 0.9 0.2531
H -3.148 -0.433 1.815 -0.1 0.6 -0.6 0.2417
H 2.766 -1.155 1.093 0.9 0.6 0.4 0.3274
H -0.260 -1.121 -2.060 -1.1 -0.4 -0.5 0.4195
H -2.277 0.579 -0.870 0.4 -0.6 2.0 0.2293
H 1.396 -0.709 -2.219 0.1 0.1 0.6 0.3905
```
Forces are in eV/Å.